Here is an isolated molecule of C6H11N at a distorted geometry from the Open Molecules 2025 dataset. Energies are from ωB97M-V with the def2-TZVPD basis set.

The calculation puts the electronic energy at -289.92477 a.u. As for the LUMO energy: 1.1 eV. Its structure (SMILES) is C=C/C(N)=C/CC. For the relative energy (zero: lowest compared OMol25 entry of this formula, charge and spin), the calculation gives 123.17 kJ/mol. As for the HOMO energy: -7.97 eV.

Each line ends with the natural charge from an NBO analysis.
Geometry (Å):
C  0.788  -1.572  -2.243  -0.368
C  -0.367  -1.445  -1.614  -0.218
C  -0.645  -0.652  -0.405  0.119
N  -1.969  -0.179  -0.292  -0.811
C  0.286  -0.410  0.528  -0.236
C  0.111  0.512  1.700  -0.428
C  0.892  1.831  1.481  -0.601
H  0.853  -2.122  -3.175  0.199
H  1.718  -1.119  -1.920  0.192
H  -1.227  -1.915  -2.085  0.198
H  -1.971  0.805  -0.049  0.368
H  -2.464  -0.215  -1.176  0.365
H  1.284  -0.721  0.244  0.194
H  -0.950  0.730  1.811  0.201
H  0.453  0.034  2.615  0.210
H  0.401  2.567  0.855  0.206
H  0.887  2.288  2.480  0.203
H  1.921  1.585  1.244  0.206

Here is a structure of composition C5H9NO from the Open Molecules 2025 dataset. Energies are from ωB97M-V with the def2-TZVPD basis set.

The calculation puts the electronic energy at -325.78320 a.u. As for the LUMO energy: 0.9 eV. For the relative energy (zero: lowest compared OMol25 entry of this formula, charge and spin), the calculation gives 405.27 kJ/mol. As for the HOMO energy: -9.47 eV.

Each line ends with the natural charge from an NBO analysis.
Geometry (Å):
C  -0.685  -1.166  -1.469  -0.620
C  0.155  -0.743  -0.281  0.110
O  1.529  -0.649  -0.619  -0.776
C  -0.069  0.724  0.187  -0.325
C  -1.067  1.056  1.286  -0.611
C  1.366  0.777  0.573  0.525
N  2.356  0.691  1.243  -0.541
H  -1.751  -1.202  -1.213  0.206
H  -0.371  -2.160  -1.800  0.228
H  -0.538  -0.468  -2.300  0.212
H  -0.018  -1.425  0.570  0.161
H  2.364  -0.290  0.460  0.515
H  -0.217  1.344  -0.705  0.244
H  -0.872  2.042  1.718  0.227
H  -1.025  0.314  2.089  0.220
H  -2.080  1.065  0.873  0.225

The highest relative energy (zero: lowest compared OMol25 entry of this formula, charge and spin) belongs to which entry? C5H9NO